(1)
17
Properties=species:S:1:pos:R:3:mulliken_charge:R:1 method="wB97M-V/def2-TZVPD" energy_ev=-11369.763 fmax_ev_per_a=0.74 gap_ev=7.865 e_above_lowest_kcal_mol=32.3 spin_multiplicity=1 lumo_energy_ev=3.96 charge=-1
N 2.308 -0.226 0.657 -0.91
C -2.806 -0.126 0.076 0.05
H -0.309 -2.480 -0.713 0.27
H -2.319 -0.408 -0.873 0.17
H 0.033 1.018 1.446 0.23
N 0.161 -1.766 -0.160 -0.77
H 1.170 2.240 0.817 0.37
H 1.790 0.841 -1.059 0.30
H -2.220 -0.368 0.979 0.23
H -0.275 1.830 -0.105 0.35
O -0.289 -0.286 -1.905 -0.78
C 0.500 1.421 0.547 -1.48
H 1.764 -0.901 1.204 0.38
C 1.273 0.357 -0.223 0.59
H 2.811 -0.881 0.059 0.33
O -3.894 0.394 0.115 -0.50
C 0.302 -0.659 -0.861 0.18



(2)
18
Properties=species:S:1:pos:R:3:mulliken_spin:R:1 method="wB97M-V/def2-TZVPD" energy_ev=-22191.456 fmax_ev_per_a=3.63 s_squared=2.01 gap_ev="8.776 / 8.277" e_above_lowest_kcal_mol=36.8 spin_multiplicity=3 lumo_energy_ev="-3.15 / -6.80" charge=+1
S 2.932 -0.144 -0.461 0.35
H -2.369 0.230 -1.240 0.00
H -3.031 0.842 0.289 -0.01
N -1.184 -0.172 0.481 0.01
O 2.505 1.150 2.059 0.18
H 0.229 -0.496 -2.335 0.07
H 3.630 0.434 0.534 0.00
H -0.864 0.309 1.389 0.00
C 1.460 0.095 0.371 0.42
H -1.652 1.657 -0.464 -0.01
O 0.371 0.904 2.190 0.11
N 1.455 0.760 1.616 0.05
C 0.095 -1.173 -1.485 -0.01
C -2.118 0.692 -0.284 0.06
H 0.969 -1.829 -1.494 0.03
H -1.662 -1.055 0.708 0.02
C 0.036 -0.438 -0.218 0.73
H -0.802 -1.766 -1.655 0.01



(3)
18
Properties=species:S:1:pos:R:3:mulliken_charge:R:1 method="wB97M-V/def2-TZVPD" energy_ev=-30983.256 fmax_ev_per_a=6.17 gap_ev=9.111 e_above_lowest_kcal_mol=29.3 spin_multiplicity=1 lumo_energy_ev=-3.34 charge=+1 smiles="CSC1=C(O)N[C@@H](S)[NH2+]1"
O -0.554 -1.901 -1.121 -0.46
H 2.690 0.949 -1.720 0.21
N 1.358 -1.195 0.129 -0.25
C 1.932 0.041 0.506 -0.32
H -3.694 1.110 0.518 0.34
S -1.683 1.357 -0.630 -0.04
H 0.973 1.898 0.261 0.39
H -3.342 -0.255 -0.722 0.30
H 0.429 1.364 1.607 0.39
H 2.001 -1.762 -0.430 0.31
H 2.268 -0.201 1.539 0.36
N 0.785 1.030 0.626 -0.07
H -0.648 -2.628 -0.495 0.40
H -2.593 -0.324 0.899 0.26
S 3.207 0.820 -0.453 -0.13
C 0.138 -0.929 -0.430 0.61
C -0.264 0.330 -0.121 -0.54
C -3.002 0.298 0.037 -0.76



(4)
16
Properties=species:S:1:pos:R:3:mulliken_charge:R:1 method="wB97M-V/def2-TZVPD" energy_ev=-16557.910 fmax_ev_per_a=6.21 gap_ev=9.047 e_above_lowest_kcal_mol=114.8 spin_multiplicity=1 lumo_energy_ev=0.83
C 0.779 1.215 -1.205 -0.80
H 1.053 1.016 1.055 0.39
C 0.206 -1.422 1.479 -0.20
N -1.333 -1.432 3.276 -1.13
P -0.407 0.672 -2.555 -0.06
H -1.717 1.029 -1.904 0.03
N -0.643 -1.512 2.283 0.68
H -1.697 -2.218 3.697 0.22
H 1.416 -1.502 -0.253 0.23
C 0.507 0.553 0.156 -0.64
H 0.847 2.303 -1.456 0.44
H 1.754 0.716 -1.446 0.28
H -0.457 1.067 0.465 0.30
H -0.361 1.681 -3.390 0.02
C 0.476 -0.889 0.164 0.05
H -0.424 -1.278 -0.366 0.20



(5)
16
Properties=species:S:1:pos:R:3:mulliken_charge:R:1 method="wB97M-V/def2-TZVPD" energy_ev=-18101.607 fmax_ev_per_a=4.55 gap_ev=9.080 e_above_lowest_kcal_mol=44.3 spin_multiplicity=1 lumo_energy_ev=-4.02 charge=+1
H 1.313 -1.686 -0.025 0.39
C 0.924 -1.393 0.924 -0.64
H 0.815 0.999 -1.612 0.31
H -0.010 2.199 1.118 0.41
H -2.356 -1.721 -0.181 0.25
C 0.220 1.389 0.421 -0.28
H 1.049 -2.120 1.854 0.38
S 1.675 0.145 1.638 -0.03
C 0.836 1.800 -0.834 -0.97
H 0.221 2.555 -1.461 0.35
N -0.771 0.276 0.327 -0.22
N -1.460 -1.946 0.264 -0.36
H -1.615 0.613 -0.080 0.27
H 1.760 2.275 -0.727 0.35
H -1.073 -2.821 0.131 0.26
C -0.510 -1.016 0.487 0.53



(6)
16
Properties=species:S:1:pos:R:3:mulliken_charge:R:1 method="wB97M-V/def2-TZVPD" energy_ev=-18101.008 fmax_ev_per_a=3.34 gap_ev="7.193 / 7.192" e_above_lowest_kcal_mol=58.1 spin_multiplicity=1 lumo_energy_ev="-4.89 / -4.89" charge=+1
C -1.131 -0.856 0.032 0.39
H 2.263 -0.529 1.318 0.31
H -3.527 0.873 -1.264 0.29
H 3.851 1.385 -0.374 0.27
H -3.133 1.546 0.264 0.28
H -1.802 -1.739 0.475 0.22
C -3.121 0.598 -0.304 -0.75
C 2.550 0.096 0.383 0.10
N 3.809 0.475 0.105 -0.35
H 0.596 -1.926 0.560 0.43
H 4.687 0.218 0.633 0.29
H -3.714 -0.271 0.183 0.30
C 0.185 -1.097 0.012 -0.72
H -1.095 0.950 -0.786 0.17
S 1.267 0.085 -0.734 -0.06
N -1.685 0.192 -0.503 -0.17



(7)
16
Properties=species:S:1:pos:R:3:mulliken_charge:R:1 method="wB97M-V/def2-TZVPD" energy_ev=-8762.276 fmax_ev_per_a=5.44 gap_ev=10.578 e_above_lowest_kcal_mol=51.9 spin_multiplicity=1 lumo_energy_ev=0.87 smiles=C[C@H](N)[C@@H](N)C#N
H -1.747 1.186 -0.876 0.25
N 0.763 1.821 -0.051 -0.55
H 1.596 2.223 -0.473 0.30
C 2.149 -0.269 -0.333 -0.08
H 0.221 -1.894 1.131 0.37
N -1.762 0.200 -0.640 -0.70
C -0.675 -0.115 0.274 0.77
H -0.407 -2.104 -0.518 0.34
C 0.600 0.460 -0.325 -0.03
N 3.259 -0.385 -0.050 -0.48
H 0.761 2.056 0.938 0.21
H 0.831 0.152 -1.435 0.22
H -1.519 -2.007 0.861 0.41
H -2.661 -0.025 -0.228 0.25
H -0.825 0.332 1.278 0.24
C -0.584 -1.632 0.446 -1.53



(8)
16
Properties=species:S:1:pos:R:3:mulliken_charge:R:1 method="wB97M-V/def2-TZVPD" energy_ev=-8762.416 fmax_ev_per_a=1.30 gap_ev=9.011 e_above_lowest_kcal_mol=48.6 spin_multiplicity=1 lumo_energy_ev=1.08 smiles="C=C(N)N/N=C/C"
H -3.382 0.877 0.676 0.21
H 1.468 0.445 0.612 0.19
N -0.824 -0.657 -0.451 0.18
H -1.428 -1.244 -1.013 0.30
N 0.469 -0.928 -0.657 -0.77
H 3.317 0.346 -1.109 0.28
C 2.798 -0.564 -0.790 -0.99
C -0.945 1.009 1.331 -1.02
H 2.700 -1.238 -1.638 0.28
H -3.109 0.254 -0.859 0.22
H 3.416 -1.039 -0.034 0.25
C 1.446 -0.237 -0.234 0.07
H -1.581 1.693 1.866 0.22
H 0.012 0.853 1.785 0.21
N -2.867 0.206 0.127 -0.55
C -1.490 0.223 0.389 0.90



(9)
16
Properties=species:S:1:pos:R:3:mulliken_charge:R:1 method="wB97M-V/def2-TZVPD" energy_ev=-8759.848 fmax_ev_per_a=0.71 gap_ev=8.069 e_above_lowest_kcal_mol=107.9 spin_multiplicity=1 lumo_energy_ev=0.78
H -1.193 1.345 -1.029 0.39
H 0.940 -0.209 3.293 0.28
H -1.388 -1.111 -1.517 0.30
C -0.787 0.530 0.892 -0.55
N 0.564 -0.829 2.572 -0.57
C -0.038 -0.277 1.663 0.45
N 0.069 -1.872 -0.284 -0.84
N -0.432 -0.980 -1.185 -0.04
H 1.150 1.264 -1.871 0.34
H 1.678 0.450 -0.382 0.37
H 1.237 2.160 -0.355 0.33
H -0.731 -2.247 0.224 0.21
C 0.986 1.191 -0.792 -1.31
H 0.194 -0.883 -1.979 0.29
C -0.435 0.804 -0.466 0.06
H -1.813 0.664 1.217 0.31



(10)
16
Properties=species:S:1:pos:R:3:mulliken_charge:R:1 method="wB97M-V/def2-TZVPD" energy_ev=-8759.590 fmax_ev_per_a=7.75 gap_ev=8.812 e_above_lowest_kcal_mol=113.8 spin_multiplicity=1 lumo_energy_ev=0.76
N -0.206 1.223 0.795 -0.41
C -0.537 0.270 1.930 -0.81
H -2.052 -0.818 -1.194 0.19
N -1.277 0.937 -0.188 -0.59
H -0.796 2.027 1.294 0.39
N 1.766 0.145 -0.710 -0.39
H 1.176 0.820 -0.030 0.38
C -1.081 -0.220 -0.751 0.13
H -0.018 -0.672 1.802 0.32
H -0.445 -2.234 -1.015 0.21
C 1.247 -1.220 -0.836 -0.16
H -0.484 0.765 2.996 0.29
C -0.067 -1.224 -0.829 -0.50
H 2.032 -1.808 -1.223 0.44
H -1.557 -0.238 2.028 0.31
H 2.788 0.393 -1.018 0.18



(11)
16
Properties=species:S:1:pos:R:3:mulliken_charge:R:1 method="wB97M-V/def2-TZVPD" energy_ev=-8757.534 fmax_ev_per_a=6.86 gap_ev="8.359 / 8.361" e_above_lowest_kcal_mol=161.2 spin_multiplicity=1 lumo_energy_ev="1.05 / 1.05"
H -2.397 1.363 1.042 0.29
H 3.189 -0.091 -1.359 0.22
N -0.063 -1.529 1.183 -0.53
C -1.869 0.817 0.261 -0.43
H 2.464 -1.490 -0.888 0.20
N 2.351 -0.479 -0.932 -0.43
C 0.099 0.879 0.267 -0.43
N 2.119 0.114 0.337 -0.58
H -3.567 0.401 -0.952 0.29
H -1.047 -1.789 1.333 0.32
H -1.955 -0.283 -1.536 0.22
H 0.259 1.668 0.990 0.30
C 0.167 -0.423 0.729 0.52
H 2.499 -0.467 1.087 0.23
C -2.500 0.271 -0.769 -0.56
H 0.253 1.039 -0.793 0.35



(12)
16
Properties=species:S:1:pos:R:3:mulliken_charge:R:1 method="wB97M-V/def2-TZVPD" energy_ev=-8763.121 fmax_ev_per_a=4.24 gap_ev=8.067 e_above_lowest_kcal_mol=32.4 spin_multiplicity=1 lumo_energy_ev=0.78
H -1.942 1.060 1.637 0.37
H 1.378 -0.189 1.600 0.27
C 0.333 -0.337 -0.306 0.31
H -0.261 0.818 2.081 0.34
H -2.812 0.406 -0.515 0.18
H 3.401 -0.755 0.678 0.24
H 0.197 -0.186 -2.341 0.19
H 1.465 -1.100 -1.762 0.32
N 2.628 -0.752 0.028 -0.70
N -2.012 -0.181 -0.667 -0.48
N 0.498 -0.831 -1.619 -0.66
C 1.504 -0.430 0.541 -0.08
H -1.829 -0.492 -1.612 0.25
C -0.931 -0.117 0.175 0.34
C -0.921 1.050 1.249 -1.18
H -0.696 2.037 0.835 0.29